No. 1
A structure of composition C26H37Br2CaCsFLiN3NaO9 in a non-equilibrium geometry, computed with ωB97M-V/def2-TZVPD.

- charge = +2
- DFT total energy (eV) = -216837.8885

Each line ends with the Löwdin charge.
Element x y z (Å)
H  3.667  2.830  -0.771  0.11
H  6.458  4.553  3.809  0.12
H  5.971  6.747  2.726  0.13
H  1.646  2.672  -0.077  0.12
H  -7.601  -5.685  1.646  0.11
H  -7.331  -3.839  4.263  0.10
H  0.024  1.436  -3.803  0.07
H  2.130  0.426  -1.750  0.07
O  -7.000  -1.418  -1.541  -0.05
N  -8.880  -2.489  1.498  0.07
C  1.180  2.175  -0.927  -0.10
H  -0.128  -0.641  -3.400  -0.15
H  0.497  1.414  -0.515  0.06
Br  7.328  -3.581  2.144  0.60
Cs  5.233  0.969  0.853  1.43
C  4.975  3.537  2.647  -0.27
H  5.869  0.571  -3.267  0.11
O  -1.797  4.748  -3.696  0.24
O  -0.936  5.065  -1.615  0.17
Ca  0.691  -0.928  -4.728  1.53
H  2.196  1.804  -2.891  0.11
N  -6.087  -0.709  -1.099  -0.64
C  4.442  5.918  1.470  -0.02
H  9.646  -3.264  0.372  0.06
H  -7.124  -4.452  0.479  0.13
H  -8.469  -2.192  0.613  0.07
H  -9.600  -5.437  2.997  0.07
O  4.623  1.874  -2.321  -0.15
H  -2.608  1.824  -1.045  0.15
C  -1.915  -1.451  -0.678  -0.06
C  9.040  -4.031  -0.098  -0.67
H  4.490  -0.184  -2.426  0.08
O  -6.544  -4.044  2.366  -0.16
H  7.544  4.072  1.052  -0.13
C  -2.168  0.865  -1.254  0.03
C  -0.885  1.764  -3.261  -0.05
O  8.410  3.888  1.440  -0.30
C  0.319  3.157  -1.580  -0.11
C  -6.662  -4.470  3.679  -0.16
C  8.189  -4.789  0.884  -0.68
C  -8.910  -3.944  1.561  -0.43
C  3.768  4.754  1.136  -0.13
Li  -6.064  -7.009  4.229  0.91
C  -1.318  0.658  -2.317  -0.20
H  -0.620  -2.633  -1.953  0.11
H  -9.342  -3.831  3.704  0.06
H  9.683  -4.711  -0.651  0.07
H  5.911  0.387  -1.487  0.00
H  -2.171  -2.276  -0.034  0.12
C  -2.470  -0.200  -0.418  0.00
C  -0.571  3.017  -2.541  -0.10
H  -9.474  -4.298  0.694  0.15
H  3.949  1.070  -0.501  -0.20
C  5.698  4.641  3.048  -0.05
H  7.402  -5.359  0.405  0.05
O  -5.505  0.103  -1.850  -0.08
F  1.648  4.435  -3.323  -0.51
H  -8.217  -2.155  2.191  0.07
H  -1.681  1.918  -3.986  0.15
C  -0.779  -0.582  -2.565  -0.18
C  -9.684  -4.361  2.813  -0.07
H  -10.739  -4.127  2.694  0.09
C  0.288  4.601  -1.218  -0.42
H  -3.130  -0.022  0.412  0.12
H  5.163  2.562  3.094  0.05
C  -1.212  4.342  -2.777  -0.38
C  5.264  0.584  -2.374  -0.12
C  2.261  1.520  -1.848  -0.13
C  5.424  5.859  2.442  -0.03
Na  0.887  -0.276  0.410  0.71
N  4.016  3.566  1.702  -0.07
H  8.799  -5.453  1.490  0.07
H  -5.667  -4.425  4.148  0.10
Br  7.949  -3.139  -1.447  0.59
H  -7.057  -5.513  3.716  0.03
H  4.199  6.846  0.974  0.12
C  3.644  1.842  -1.272  -0.39
O  1.174  5.195  -0.726  0.18
C  -7.526  -4.594  1.482  -0.17
O  -5.749  -0.791  0.111  -0.11
H  2.992  4.770  0.379  0.08
C  -1.068  -1.673  -1.745  -0.08



No. 2
A structure of composition C21H20Cl2InO3PS3Sb, computed with ωB97M-V/def2-TZVPD.

- multiplicity = 2
- DFT total energy (eV) = -106798.1120
- energy above the lowest of the compared OMol25 structures with the same formula, charge and spin (kcal per mole) = 0.0
- expectation value of S² = 0.756

Each line ends with the Löwdin charge.
Element x y z (Å)
C  1.764  1.768  2.482  -0.35
H  -5.175  0.005  0.439  0.09
H  -4.763  -0.063  2.169  0.08
H  -2.600  2.073  3.113  0.08
C  4.310  2.375  3.473  -0.07
In  -0.689  -0.376  -0.008  0.12
H  5.300  2.602  3.846  0.11
H  5.019  0.992  1.986  0.11
S  2.043  -2.831  -1.308  0.02
P  0.050  1.432  1.921  1.10
C  -0.567  -2.831  2.015  -0.11
Sb  0.316  -1.956  -2.761  0.34
Cl  -4.977  2.155  1.381  0.59
H  -1.790  6.021  2.546  0.11
S  0.734  0.257  -1.935  -0.07
H  -1.249  -3.268  1.288  0.05
C  -2.705  0.942  4.923  -0.06
C  4.162  1.474  2.434  -0.10
H  0.887  -2.406  0.717  -0.04
O  -2.573  0.902  -0.058  -0.07
C  -0.559  3.071  1.417  -0.34
H  -2.554  -0.304  6.663  0.10
C  -0.879  4.625  -0.399  -0.06
H  -1.095  3.821  3.367  0.10
H  -0.828  4.846  -1.457  0.11
H  -0.260  -1.062  6.133  0.11
S  -1.549  -2.299  -1.328  -0.02
C  -0.773  0.990  3.483  -0.35
H  -1.661  6.549  0.134  0.11
C  -1.421  5.282  1.847  -0.07
H  0.876  -0.245  4.113  0.12
H  -3.711  1.273  5.145  0.11
Cl  2.783  0.054  0.629  0.68
C  2.893  1.179  1.949  -0.62
C  -3.111  0.216  0.851  -0.74
C  -1.347  5.578  0.493  -0.07
C  -4.553  0.428  1.225  -0.46
C  3.188  2.983  4.030  -0.07
H  1.064  3.138  3.978  0.10
H  0.015  -3.605  2.512  0.09
C  -1.025  4.036  2.309  -0.10
O  0.328  -1.908  1.357  -0.30
H  -1.129  -2.259  2.745  0.07
C  1.935  2.673  3.534  -0.08
H  3.289  3.689  4.843  0.11
C  -2.069  1.402  3.779  -0.10
O  -2.470  -0.692  1.446  -0.08
C  -0.494  3.375  0.060  -0.09
H  -0.151  2.635  -0.656  0.05
C  -0.128  0.095  4.337  -0.09
C  -0.769  -0.369  5.476  -0.07
C  -2.057  0.057  5.772  -0.07



No. 3
A structure of composition C42H52N7OPt, computed with ωB97M-V/def2-TZVPD.

- charge = -1
- DFT total energy (eV) = -60124.5583
- energy above the lowest of the compared OMol25 structures with the same formula, charge and spin (kcal per mole) = 18.2

Each line ends with the Löwdin charge.
Element x y z (Å)
H  3.242  4.006  0.852  0.09
C  1.489  0.770  3.199  -0.05
C  -3.444  -0.765  -1.740  -0.71
C  -2.488  0.613  4.671  -0.08
H  1.575  -2.655  0.775  0.10
O  2.671  -6.121  -0.937  0.03
C  -2.914  6.167  1.015  -0.03
C  0.099  -5.608  0.022  -0.01
C  -1.258  -4.123  1.291  -0.15
C  5.156  -0.279  0.284  -0.37
C  0.451  -2.259  -3.218  -0.05
N  0.059  4.107  0.295  -0.01
C  -3.091  -2.147  -1.197  -0.09
C  4.360  -0.664  -0.967  -0.12
C  2.410  -4.975  -0.603  -0.50
H  5.242  -2.203  1.256  0.08
C  4.716  -1.565  -3.218  -0.09
H  -2.059  2.697  -0.441  0.04
H  -4.423  -1.575  -3.506  0.08
C  -5.297  5.783  0.599  -0.19
H  -3.941  0.121  -3.670  0.08
C  2.949  -0.582  -1.213  -0.15
H  -0.237  0.200  -4.265  0.07
H  -5.027  0.710  -1.460  0.07
H  -4.392  3.455  -0.377  0.12
C  1.102  -4.647  0.056  -0.13
H  6.243  -1.239  -1.782  0.10
Pt  -0.974  0.217  -0.267  0.85
N  -0.169  0.421  1.686  -0.05
H  5.398  -1.948  -3.967  0.10
C  5.180  -1.165  -1.979  -0.07
C  -2.293  3.696  -0.093  -0.01
H  2.480  0.881  3.617  0.09
H  0.295  -6.544  -0.485  0.12
C  0.271  0.809  3.868  -0.06
N  -0.309  -3.197  1.340  0.10
C  -3.023  1.515  2.423  -0.06
H  6.187  -0.516  0.007  0.10
H  -1.918  -6.058  0.624  0.10
C  2.219  3.917  0.527  -0.15
H  -2.694  1.197  -1.974  0.02
C  -1.107  -5.341  0.639  -0.06
C  4.919  -1.190  1.503  -0.06
H  -3.885  -2.866  -1.426  0.08
C  -1.278  4.524  0.382  -0.17
H  5.826  1.427  1.439  0.08
H  4.260  1.726  0.678  0.04
H  -1.960  -0.144  5.253  0.08
C  3.367  -1.444  -3.470  -0.06
H  1.040  5.286  1.814  0.11
H  -2.720  -1.157  -3.750  0.06
H  0.469  -0.477  -2.072  0.02
H  0.523  -2.923  -2.354  0.07
H  5.520  -0.841  2.346  0.08
H  -4.586  -0.180  0.006  0.07
C  -3.606  4.111  -0.027  -0.01
C  0.839  -3.451  0.719  -0.08
H  -2.880  1.402  1.348  0.03
H  -2.188  -3.878  1.794  0.10
C  -3.931  5.351  0.525  -0.24
H  0.113  0.969  4.922  0.08
H  0.957  -2.740  -4.061  0.07
C  -1.596  5.759  0.940  0.00
C  5.221  1.236  0.548  -0.06
C  -3.645  -0.847  -3.259  -0.07
H  2.966  -1.736  -4.433  0.11
H  -2.183  1.599  5.028  0.08
H  -5.556  -0.966  -1.254  0.08
H  4.087  -4.149  -1.351  0.11
H  -3.160  7.128  1.447  0.12
H  2.971  -2.990  -0.778  0.06
C  -0.728  0.593  2.901  -0.27
H  -0.061  2.623  -1.268  0.09
C  -2.363  0.267  -1.470  -0.32
H  3.159  0.391  1.227  0.07
H  1.311  -0.260  -4.988  0.07
N  3.276  -3.951  -0.788  0.20
H  1.237  1.070  -3.823  0.08
N  1.852  3.049  -0.482  0.08
H  -2.719  2.526  2.706  0.09
C  2.492  -0.966  -2.503  -0.15
H  -0.815  6.412  1.304  0.11
H  -3.744  -1.064  2.904  0.08
C  0.832  0.086  -4.067  -0.06
H  -2.462  -1.069  1.665  0.02
N  1.916  -0.233  -0.311  0.10
C  1.140  4.580  1.010  -0.07
N  -6.389  6.140  0.656  0.14
C  0.558  3.178  -0.581  -0.17
C  -2.213  0.459  3.173  -0.55
H  5.707  1.720  -0.301  0.08
C  1.188  0.509  1.859  -0.33
H  -2.155  -2.505  -1.628  0.06
H  -4.088  1.402  2.651  0.08
H  -3.559  0.501  4.859  0.08
C  2.158  0.223  0.868  -0.16
H  -2.127  -1.711  3.276  0.08
H  -2.952  -2.109  -0.116  0.04
C  -4.733  -0.269  -1.072  -0.06
H  -0.607  -2.161  -3.471  0.06
C  -2.671  -0.938  2.727  -0.07
C  1.035  -0.884  -2.902  -0.41
H  3.888  -1.261  1.841  0.06



No. 4
The molecule C5H12N2O2 in a non-equilibrium geometry, computed with ωB97M-V/def2-TZVPD.

- multiplicity = 3
- DFT total energy (eV) = -12446.7361
- energy above the lowest of the compared OMol25 structures with the same formula, charge and spin (kcal per mole) = 43.1
- expectation value of S² = 2.009

Each line ends with the Löwdin charge.
Element x y z (Å)
H  -1.772  -0.834  -1.338  0.09
H  0.793  2.356  0.732  0.13
H  1.936  1.401  -0.314  0.10
C  -2.595  -0.383  -0.732  -0.01
H  2.426  -0.033  1.269  0.09
C  0.939  1.904  -0.358  -0.13
O  -0.906  -0.789  0.825  -0.03
H  0.784  2.561  -1.180  0.07
N  0.160  0.784  -0.623  -0.01
H  0.877  -2.484  -0.166  0.08
H  1.928  -1.279  -0.706  0.05
H  -3.307  -1.262  -0.468  0.13
H  0.979  -0.991  1.997  0.10
N  -1.864  0.052  0.390  -0.28
C  1.343  -0.133  1.412  -0.04
H  0.289  -1.620  -1.481  0.05
C  0.374  -0.296  0.245  -0.55
H  1.184  0.797  2.007  0.09
C  0.928  -1.517  -0.660  0.02
O  -1.443  1.288  0.361  -0.05
H  -3.053  0.480  -1.214  0.10



No. 5
A cluster of 2 separate species, C3H11N2O2 in total in a non-equilibrium geometry, computed with ωB97M-V/def2-TZVPD.

- charge = +1
- DFT total energy (eV) = -10356.6045
- energy above the lowest of the compared OMol25 structures with the same formula, charge and spin (kcal per mole) = 72.6

Each line ends with the Löwdin charge.
Element x y z (Å)
H  1.502  -2.731  0.605  0.11
O  1.235  1.355  -1.911  -0.07
H  1.363  1.650  -2.813  0.07
H  0.992  0.321  -2.035  0.15
H  -0.665  0.235  2.047  0.22
H  0.154  -2.309  -0.367  0.10
H  -2.131  0.071  -0.717  0.11
H  -1.437  -1.724  -0.304  0.12
C  -1.507  -0.552  0.043  -0.08
H  0.591  2.000  1.040  0.17
N  -0.088  1.539  0.414  0.18
N  0.754  -2.087  0.454  0.17
C  -0.346  0.083  0.883  -0.25
H  -2.512  -0.686  0.592  0.10
H  -1.057  2.112  0.231  0.25
C  0.880  -0.760  0.930  -0.46
H  0.420  1.620  -0.489  0.07
O  1.852  -0.134  1.396  0.07



No. 6
A cluster of 2 separate species, C6H17NO in total in a non-equilibrium geometry, computed with ωB97M-V/def2-TZVPD.

- DFT total energy (eV) = -10034.2030
- energy above the lowest of the compared OMol25 structures with the same formula, charge and spin (kcal per mole) = 31.8
- SMILES string = CN[C@@H](C)C(C)C.O

Each line ends with the Löwdin charge.
Element x y z (Å)
C  0.660  -1.393  1.975  -0.07
H  -1.159  1.539  1.206  0.06
H  -1.357  -1.103  -2.233  -0.02
C  -0.944  0.710  1.874  -0.07
O  -1.403  -2.067  -2.249  -0.07
H  0.264  -2.423  1.914  0.07
N  -0.603  0.552  -1.019  -0.11
H  -1.081  -1.128  0.910  0.11
H  -0.307  1.044  2.692  0.07
H  1.674  -1.520  1.531  0.08
H  2.596  0.559  0.266  0.07
C  -0.175  1.029  -2.353  -0.12
H  0.909  0.921  -2.610  0.09
H  -0.722  1.946  -2.564  0.09
H  1.802  1.504  -0.850  0.06
H  -1.500  -2.329  -1.327  0.03
H  1.333  1.619  0.860  0.07
H  -1.910  0.529  2.396  0.09
H  0.638  -1.179  3.060  0.08
C  1.607  0.942  0.070  -0.05
H  -0.460  0.256  -3.109  0.07
C  0.452  -0.068  -0.199  -0.35
H  -0.979  1.403  -0.630  0.08
H  0.912  -0.878  -0.768  0.14
C  -0.250  -0.462  1.156  -0.38